# 1
{"formula": "C4H6N2O", "method": "ωB97M-V with the def2-TZVPD basis set", "lumo_energy_ev": 0.010, "energy_ev": -9268.812, "orbital_gap_ev": 8.505, "e_above_lowest_ev": 4.690, "multiplicity": 1, "symbols": ["N", "C", "O", "C", "C", "C", "N", "H", "H", "H", "H", "H", "H"], "coordinates": [[1.297, -0.995, -1.530], [0.654, -0.226, -0.768], [1.143, 0.910, -0.193], [0.369, 1.146, 0.988], [-0.128, -0.265, 1.436], [-0.870, -0.409, -0.581], [-1.306, -0.552, 0.835], [2.233, -0.640, -1.723], [1.041, 1.466, 1.787], [-0.389, 1.934, 0.810], [-1.102, -1.330, -1.103], [-1.351, 0.468, -1.013], [-1.592, -1.510, 1.055]], "lowdin_charge": [0.170, -0.481, -0.030, -0.201, 0.008, -0.106, -0.028, 0.069, 0.107, 0.124, 0.126, 0.127, 0.115]}


# 2
{"formula": "C2H3N3OS", "method": "ωB97M-V with the def2-TZVPD basis set", "lumo_energy_ev": [0.695, -2.665], "energy_ev": -19466.592, "orbital_gap_ev": [7.692, 5.956], "e_above_lowest_ev": 4.292, "multiplicity": 3, "symbols": ["C", "C", "N", "N", "N", "O", "S", "H", "H", "H"], "coordinates": [[0.011, 0.182, -1.130], [-0.853, 0.862, -0.593], [0.595, -1.958, 0.788], [1.704, -1.677, 0.610], [-1.347, 1.826, 0.162], [-0.240, -2.748, 1.065], [2.793, -0.713, 0.099], [0.112, -0.632, -1.735], [-0.722, 2.399, 0.819], [-2.052, 2.460, -0.086]], "mulliken_spin": [0.025, -0.010, 0.473, 0.268, 0.003, 0.406, 0.842, -0.010, 0.001, 0.001]}


# 3
{"formula": "C44H39BrN3O2P2STi", "method": "ωB97M-V with the def2-TZVPD basis set", "lumo_energy_ev": -10.190, "charge": 3, "energy_ev": -177372.668, "orbital_gap_ev": 4.252, "e_above_lowest_ev": 0.721, "multiplicity": 1, "symbols": ["Ti", "O", "C", "C", "C", "C", "C", "C", "C", "O", "N", "N", "C", "C", "Br", "C", "C", "C", "C", "C", "C", "C", "H", "H", "H", "H", "H", "H", "H", "H", "H", "H", "H", "H", "H", "H", "S", "C", "C", "N", "C", "H", "H", "H", "C", "P", "C", "C", "C", "C", "C", "C", "C", "C", "C", "C", "C", "C", "P", "C", "C", "C", "C", "C", "C", "C", "C", "C", "C", "C", "C", "H", "H", "H", "H", "H", "H", "H", "H", "H", "H", "H", "H", "H", "H", "H", "H", "H", "H", "H", "H", "H", "H"], "coordinates": [[0.752, -1.291, -1.756], [4.635, 2.508, -1.202], [5.105, 1.625, -2.128], [6.368, 1.725, -2.695], [6.760, 0.806, -3.650], [5.903, -0.215, -4.056], [4.649, -0.308, -3.490], [4.242, 0.603, -2.517], [2.899, 0.532, -1.882], [2.410, -0.819, -1.702], [1.889, 1.140, -2.737], [0.628, 0.631, -2.633], [-0.381, 1.212, -3.210], [-1.640, 0.557, -3.343], [-1.508, -1.369, -3.171], [-2.855, 1.066, -3.664], [-3.226, 2.453, -3.763], [-4.384, 2.752, -4.499], [-4.794, 4.062, -4.651], [-4.067, 5.084, -4.053], [-2.931, 4.797, -3.296], [-2.514, 3.493, -3.146], [5.314, 3.165, -0.995], [7.036, 2.520, -2.393], [7.744, 0.888, -4.087], [6.218, -0.922, -4.809], [3.973, -1.098, -3.803], [2.919, 1.004, -0.885], [2.015, 2.112, -3.001], [-0.263, 2.183, -3.690], [-3.645, 0.361, -3.898], [-4.941, 1.956, -4.972], [-5.677, 4.287, -5.229], [-4.393, 6.108, -4.161], [-2.386, 5.598, -2.820], [-1.659, 3.284, -2.514], [2.410, -5.490, -1.641], [0.799, -5.578, -2.214], [0.205, -4.365, -2.151], [1.023, -3.365, -1.649], [2.228, -3.857, -1.338], [0.375, -6.502, -2.568], [-0.813, -4.148, -2.434], [3.028, -3.249, -0.936], [0.774, -1.525, 2.112], [0.271, -0.656, 0.618], [0.644, 1.085, 0.796], [1.826, 1.404, 1.469], [2.214, 2.725, 1.597], [1.433, 3.735, 1.052], [0.270, 3.422, 0.358], [-0.121, 2.103, 0.218], [-1.479, -1.020, 0.393], [-1.755, -2.387, 0.230], [-3.048, -2.819, -0.002], [-4.076, -1.890, -0.095], [-3.811, -0.537, 0.077], [-2.521, -0.097, 0.327], [0.415, -0.527, 3.670], [0.681, -1.792, 4.944], [1.581, -2.839, 4.810], [1.802, -3.723, 5.864], [1.144, -3.546, 7.059], [0.262, -2.492, 7.207], [0.037, -1.614, 6.157], [-1.385, -0.289, 3.577], [-1.866, 1.013, 3.559], [-3.238, 1.249, 3.533], [-4.123, 0.182, 3.523], [-3.648, -1.125, 3.541], [-2.284, -1.360, 3.573], [1.845, -1.740, 2.085], [0.233, -2.484, 2.115], [2.451, 0.633, 1.895], [3.123, 2.963, 2.127], [1.730, 4.766, 1.165], [-0.336, 4.209, -0.065], [-1.022, 1.878, -0.343], [-0.960, -3.124, 0.314], [-3.257, -3.875, -0.099], [-5.089, -2.223, -0.273], [-4.617, 0.180, 0.042], [-2.355, 0.955, 0.520], [2.121, -2.988, 3.884], [2.491, -4.546, 5.749], [1.324, -4.224, 7.880], [-0.251, -2.349, 8.147], [-0.651, -0.787, 6.286], [-1.171, 1.842, 3.584], [-3.611, 2.262, 3.544], [-5.188, 0.365, 3.525], [-4.342, -1.953, 3.557], [-1.917, -2.378, 3.627]], "lowdin_charge": [0.896, 0.060, -0.259, 0.012, -0.031, -0.053, -0.021, -0.126, -0.283, -0.218, 0.067, -0.105, -0.139, -0.523, 0.984, -0.034, -0.212, 0.002, -0.026, -0.015, -0.041, -0.033, 0.130, 0.130, 0.124, 0.116, 0.116, 0.139, 0.178, 0.157, 0.126, 0.127, 0.126, 0.126, 0.118, 0.089, 1.200, -0.301, -0.218, -0.172, -0.429, 0.102, 0.099, 0.099, -0.459, 1.008, -0.380, -0.125, -0.033, -0.022, -0.045, -0.101, -0.395, -0.158, -0.054, -0.030, -0.040, -0.080, 1.067, -0.407, -0.103, -0.066, -0.062, -0.050, -0.095, -0.419, -0.106, -0.065, -0.063, -0.064, -0.091, 0.055, 0.065, 0.101, 0.127, 0.125, 0.114, 0.080, 0.096, 0.124, 0.126, 0.126, 0.097, 0.085, 0.112, 0.118, 0.118, 0.111, 0.104, 0.114, 0.117, 0.117, 0.117]}


# 4
{"formula": "C33H62F8N2O19S6", "method": "ωB97M-V with the def2-TZVPD basis set", "lumo_energy_ev": 0.020, "smiles": "FC(F)C(F)(F)COC(F)(F)C(F)F.CCOS(C)(=O)=O.CCOS(C)(=O)=O.CCOS(C)(=O)=O.CCOS(C)(=O)=O.CCOS(C)(=O)=O.CCOS(C)(=O)=O.c1ccncc1.c1ccncc1", "energy_ev": -163851.621, "orbital_gap_ev": 9.110, "multiplicity": 1, "symbols": ["F", "C", "F", "C", "F", "F", "C", "O", "C", "F", "F", "C", "F", "F", "H", "H", "H", "H", "C", "C", "O", "S", "C", "O", "O", "H", "H", "H", "H", "H", "H", "H", "H", "C", "C", "O", "S", "C", "O", "O", "H", "H", "H", "H", "H", "H", "H", "H", "C", "C", "O", "S", "C", "O", "O", "H", "H", "H", "H", "H", "H", "H", "H", "C", "C", "O", "S", "C", "O", "O", "H", "H", "H", "H", "H", "H", "H", "H", "C", "C", "O", "S", "C", "O", "O", "H", "H", "H", "H", "H", "H", "H", "H", "C", "C", "O", "S", "C", "O", "O", "H", "H", "H", "H", "H", "H", "H", "H", "C", "C", "C", "N", "C", "C", "H", "H", "H", "H", "H", "C", "C", "C", "N", "C", "C", "H", "H", "H", "H", "H"], "coordinates": [[-3.336, -2.951, -3.561], [-2.915, -4.178, -3.215], [-2.946, -4.305, -1.813], [-3.413, -5.332, -4.108], [-3.071, -5.390, -5.415], [-4.780, -5.327, -4.113], [-3.005, -6.632, -3.414], [-1.598, -6.859, -3.450], [-0.824, -7.006, -2.262], [-1.027, -6.024, -1.367], [-1.085, -8.172, -1.646], [0.678, -6.889, -2.750], [0.865, -5.817, -3.490], [1.589, -6.817, -1.819], [-1.857, -4.168, -3.476], [-3.206, -7.469, -4.083], [-3.403, -6.988, -2.464], [0.891, -7.692, -3.456], [1.889, -5.558, 1.472], [2.297, -6.893, 2.199], [1.311, -7.753, 1.704], [1.057, -9.136, 2.552], [0.265, -8.320, 4.119], [-0.053, -9.868, 1.973], [2.294, -9.853, 2.810], [2.841, -5.039, 1.365], [1.071, -5.119, 2.042], [1.503, -5.891, 0.509], [3.224, -7.191, 1.710], [2.329, -6.811, 3.286], [1.029, -7.863, 4.748], [-0.241, -9.135, 4.636], [-0.418, -7.505, 3.877], [-0.811, 1.768, 3.754], [-1.297, 1.381, 5.146], [-2.661, 1.537, 5.140], [-3.557, 0.519, 6.054], [-5.283, 1.078, 5.706], [-3.411, -0.799, 5.408], [-3.177, 0.704, 7.469], [0.262, 1.913, 3.626], [-1.219, 2.749, 3.510], [-1.144, 1.066, 2.989], [-0.925, 0.370, 5.314], [-0.858, 2.037, 5.898], [-5.877, 0.557, 6.457], [-5.474, 0.636, 4.728], [-5.325, 2.164, 5.795], [-1.847, 5.897, -5.822], [-1.872, 5.392, -4.365], [-1.382, 4.106, -4.213], [-2.070, 3.013, -3.127], [-1.720, 3.987, -1.573], [-3.491, 2.867, -3.357], [-1.277, 1.781, -3.144], [-2.273, 6.900, -5.806], [-2.549, 5.436, -6.517], [-0.844, 6.011, -6.234], [-1.195, 6.059, -3.831], [-2.784, 5.631, -3.819], [-2.581, 4.618, -1.353], [-0.789, 4.479, -1.855], [-1.518, 3.255, -0.791], [5.073, 7.597, 1.431], [5.099, 6.257, 2.057], [3.957, 5.488, 1.725], [3.095, 4.648, 2.833], [2.350, 3.484, 1.639], [4.073, 3.929, 3.627], [2.120, 5.558, 3.309], [6.104, 7.862, 1.197], [4.605, 8.378, 2.030], [4.610, 7.519, 0.447], [5.995, 5.830, 1.607], [5.261, 6.503, 3.106], [2.982, 3.548, 0.753], [1.368, 3.849, 1.338], [2.466, 2.459, 1.989], [2.844, 0.735, -3.975], [2.352, 2.201, -3.759], [3.394, 3.133, -3.365], [3.058, 4.524, -2.609], [2.620, 5.527, -4.262], [1.837, 4.295, -1.800], [4.327, 5.003, -2.065], [3.099, 0.347, -2.989], [3.634, 0.613, -4.716], [2.049, 0.073, -4.317], [2.143, 2.608, -4.747], [1.489, 2.355, -3.112], [2.398, 4.766, -5.010], [3.545, 6.016, -4.569], [1.856, 6.302, -4.212], [-2.858, -0.143, -0.265], [-4.156, 0.617, -0.595], [-5.108, 0.677, 0.447], [-6.066, 2.032, 0.501], [-7.327, 1.414, -0.666], [-6.703, 2.070, 1.861], [-5.394, 3.205, -0.017], [-2.299, 0.348, 0.531], [-2.212, -0.401, -1.105], [-3.061, -1.126, 0.161], [-3.807, 1.609, -0.882], [-4.684, 0.149, -1.426], [-7.749, 0.513, -0.219], [-6.903, 1.344, -1.668], [-8.010, 2.260, -0.583], [4.752, 0.499, 1.615], [5.311, 1.254, 2.665], [5.235, 0.683, 3.958], [4.687, -0.568, 4.118], [4.227, -1.296, 3.100], [4.212, -0.763, 1.816], [4.743, 0.870, 0.601], [5.570, 2.287, 2.485], [5.322, 1.218, 4.892], [3.858, -2.248, 3.453], [3.818, -1.303, 0.968], [0.304, -1.246, -1.489], [0.635, -0.057, -0.891], [0.877, -0.089, 0.417], [0.947, -1.187, 1.213], [0.643, -2.362, 0.608], [0.342, -2.453, -0.733], [0.062, -1.329, -2.538], [0.535, 0.870, -1.436], [0.958, 0.739, 1.106], [0.509, -3.249, 1.209], [-0.017, -3.410, -1.082]], "lowdin_charge": [0.100, -0.265, 0.055, -0.426, 0.148, 0.102, -0.057, -0.009, -0.481, 0.135, 0.161, -0.356, 0.114, 0.139, 0.158, 0.151, 0.158, 0.171, -0.046, -0.276, -0.298, 0.673, -0.080, -0.303, -0.287, 0.084, 0.069, 0.060, 0.122, 0.113, 0.046, 0.058, 0.064, -0.060, -0.317, -0.264, 0.692, -0.082, -0.322, -0.311, 0.068, 0.078, 0.068, 0.125, 0.126, 0.068, 0.063, 0.072, -0.053, -0.325, -0.272, 0.678, -0.065, -0.291, -0.310, 0.075, 0.079, 0.074, 0.108, 0.122, 0.075, 0.043, 0.064, -0.087, -0.302, -0.270, 0.634, -0.096, -0.296, -0.265, 0.082, 0.083, 0.081, 0.122, 0.127, 0.050, 0.069, 0.047, -0.039, -0.228, -0.297, 0.701, -0.045, -0.338, -0.294, 0.068, 0.078, 0.074, 0.103, 0.085, 0.040, 0.052, 0.052, -0.044, -0.282, -0.261, 0.686, -0.100, -0.323, -0.297, 0.072, 0.062, 0.079, 0.082, 0.122, 0.076, 0.071, 0.064, -0.096, -0.067, -0.107, 0.032, -0.156, -0.094, 0.098, 0.083, 0.099, 0.097, 0.087, -0.064, -0.104, -0.170, 0.085, -0.139, -0.043, 0.107, 0.091, 0.090, 0.078, 0.087]}


# 5
{"formula": "C37H41IMoN5O4Sb", "method": "ωB97M-V with the def2-TZVPD basis set", "lumo_energy_ev": [-7.513, -7.939], "charge": 2, "energy_ev": -71152.427, "orbital_gap_ev": [4.721, 4.298], "e_above_lowest_ev": 4.467, "multiplicity": 3, "symbols": ["Mo", "O", "C", "C", "C", "C", "C", "C", "C", "N", "N", "C", "O", "C", "C", "C", "C", "C", "C", "H", "H", "H", "H", "H", "H", "H", "H", "H", "H", "O", "C", "C", "C", "C", "N", "C", "C", "C", "C", "C", "C", "O", "C", "C", "N", "H", "H", "H", "H", "H", "H", "H", "H", "H", "H", "H", "H", "I", "C", "C", "C", "C", "C", "N", "H", "H", "H", "H", "C", "C", "Sb", "C", "C", "C", "C", "H", "H", "H", "H", "H", "H", "H", "H", "H", "H", "H", "H", "H", "H", "H"], "coordinates": [[0.916, -0.509, 0.136], [0.552, 0.275, 1.863], [0.257, -0.222, 3.041], [0.530, 0.526, 4.201], [0.298, -0.004, 5.450], [-0.257, -1.279, 5.594], [-0.574, -2.016, 4.481], [-0.314, -1.523, 3.188], [-0.735, -2.267, 2.063], [-0.508, -1.891, 0.840], [-1.182, -2.523, -0.130], [-1.223, -1.795, -1.204], [-0.655, -0.617, -1.193], [-1.928, -2.368, -2.357], [-2.879, -1.652, -3.078], [-3.585, -2.267, -4.096], [-3.331, -3.590, -4.420], [-2.369, -4.303, -3.719], [-1.685, -3.706, -2.677], [0.954, 1.512, 4.087], [0.541, 0.571, 6.331], [-0.443, -1.676, 6.579], [-1.042, -2.984, 4.576], [-1.344, -3.156, 2.214], [-3.093, -0.630, -2.800], [-4.343, -1.721, -4.636], [-3.895, -4.071, -5.204], [-2.163, -5.328, -3.981], [-0.959, -4.263, -2.104], [6.294, 3.049, 2.599], [5.946, 1.805, 3.153], [4.883, 1.173, 2.295], [4.857, -0.154, 2.032], [3.859, -0.750, 1.118], [2.858, 0.143, 0.579], [2.960, 1.466, 0.845], [3.906, 2.009, 1.685], [1.984, 2.234, 0.087], [1.993, 3.614, -0.049], [1.162, 4.229, -0.976], [1.195, 5.723, -1.165], [1.924, 6.394, -0.182], [0.374, 3.398, -1.778], [0.382, 2.037, -1.558], [1.119, 1.450, -0.607], [7.069, 3.403, 3.051], [5.545, 1.937, 4.173], [6.811, 1.133, 3.215], [5.598, -0.829, 2.430], [4.392, -1.243, 0.278], [3.948, 3.064, 1.883], [2.663, 4.222, 0.537], [0.170, 6.111, -1.261], [1.707, 5.927, -2.115], [1.398, 6.506, 0.616], [-0.224, 3.821, -2.570], [-0.184, 1.359, -2.185], [1.926, -2.130, -2.270], [2.544, -2.894, -0.342], [3.456, -3.874, -0.203], [3.955, -4.105, 1.133], [3.755, -3.162, 2.063], [2.979, -1.930, 1.726], [2.031, -2.132, 0.653], [3.795, -4.466, -1.034], [4.512, -5.005, 1.334], [4.151, -3.237, 3.062], [2.457, -1.537, 2.605], [-4.408, 4.349, 0.089], [-4.035, 3.939, -1.316], [-3.084, 1.955, -1.497], [-3.202, 1.955, -3.720], [-1.947, 1.525, -4.451], [-4.896, 0.757, -1.040], [-4.634, -0.367, -0.061], [-4.984, 5.272, 0.051], [-3.527, 4.532, 0.702], [-5.029, 3.598, 0.573], [-3.356, 4.656, -1.773], [-4.921, 3.849, -1.944], [-3.460, 2.979, -3.982], [-4.046, 1.313, -3.967], [-1.137, 2.228, -4.270], [-2.132, 1.508, -5.525], [-1.631, 0.524, -4.161], [-5.272, 0.382, -1.990], [-5.631, 1.444, -0.625], [-3.856, -1.044, -0.412], [-5.539, -0.953, 0.080], [-4.341, 0.035, 0.908]], "mulliken_spin": [1.124, -0.028, -0.003, -0.002, 0.001, -0.014, 0.011, -0.009, 0.002, -0.039, -0.009, -0.004, -0.050, -0.004, 0.006, -0.001, 0.002, -0.001, 0.005, 0.002, 0.000, 0.000, 0.000, -0.001, 0.002, 0.000, 0.000, 0.000, 0.001, 0.001, 0.003, 0.015, 0.256, -0.063, 0.206, 0.134, 0.139, -0.009, 0.004, 0.012, 0.000, 0.000, 0.003, 0.033, -0.022, 0.001, 0.004, -0.002, -0.001, 0.093, 0.004, 0.001, 0.001, 0.002, 0.000, -0.001, 0.003, 0.002, 0.029, 0.029, 0.003, 0.026, 0.112, 0.011, 0.002, 0.000, 0.002, -0.029, 0.000, 0.000, 0.003, 0.000, 0.000, 0.001, 0.000, 0.000, 0.000, 0.000, 0.000, 0.000, 0.000, 0.000, 0.000, 0.000, 0.000, 0.000, 0.000, 0.001, 0.000, 0.000]}


# 6
{"formula": "C4H6ClN2O", "method": "ωB97M-V with the def2-TZVPD basis set", "lumo_energy_ev": [-4.613, -7.068], "charge": 1, "energy_ev": -21782.277, "orbital_gap_ev": [7.969, 7.618], "e_above_lowest_ev": 1.540, "multiplicity": 3, "symbols": ["C", "C", "C", "C", "N", "N", "O", "Cl", "H", "H", "H", "H", "H", "H"], "coordinates": [[1.330, 1.042, 0.709], [1.560, -0.403, 0.301], [-1.032, 0.958, 0.269], [-2.070, -0.762, -0.947], [1.490, -1.340, 1.100], [0.161, 1.648, 0.539], [-0.957, -0.028, -0.489], [2.535, -0.216, -1.180], [2.145, 1.520, 1.073], [-2.840, -0.077, -1.282], [-2.340, -1.207, -0.100], [-1.535, -1.404, -1.731], [1.618, -2.335, 0.760], [-0.066, 2.605, 0.978]], "mulliken_spin": [0.548, 0.013, 1.166, 0.023, 0.013, -0.063, 0.245, 0.038, 0.023, -0.002, -0.003, -0.004, 0.001, 0.002]}